# C6H4O2

C6H4O2 in the gas phase in a non-equilibrium geometry (ωB97M-V/def2-TZVPD, the OMol25 dataset).

Last column: natural (NBO) charge in e.
Atoms and positions in Å:
C  0.473  1.589  1.206  0.403
C  0.406  0.347  0.404  -0.266
C  1.682  -0.088  -0.271  0.394
C  -0.891  -0.154  0.257  -0.068
C  -1.342  -1.114  -0.707  -0.087
C  -1.844  -1.923  -1.492  -0.121
H  1.452  2.007  1.324  0.119
H  2.599  0.562  0.022  0.115
H  -1.600  0.245  0.959  0.257
H  -2.272  -2.546  -2.318  0.260
O  -0.505  2.118  1.642  -0.514
O  1.843  -1.044  -1.027  -0.494

As for the SMILES: C#CC=C(C=O)C=O. The total energy comes out at -381.3834 Ha. The value obtained for the HOMO-LUMO gap is 8.293 eV. As for the spin multiplicity: 1.